No. 1
DFT (ωB97M-V/def2-TZVPD) results for a molecular structure, C39H60EuNO4P3S2Si at a distorted geometry.

The HOMO energy (alpha / beta) comes out at -4.572 / -4.465 eV. Its lowest unoccupied orbital energy (alpha / beta) is 2.45 / 2.46 eV. As for the expectation value of S²: 12.033. As for the total energy: -4698.1944 Eh. The value obtained for the HOMO-LUMO gap (alpha / beta) is 7.02 / 6.93 eV.

Structure (ORCA input):
```
! wB97M-V def2-TZVPD RIJCOSX def2/J DEFGRID3
* xyz -1 7
Eu -0.640 0.994 1.278
C 3.207 -1.009 1.161
C 2.401 -1.864 2.133
C 2.981 -3.278 2.159
P 0.602 -1.655 1.633
C -0.417 -2.545 2.950
C -1.768 -2.888 2.318
C 0.129 -3.675 3.818
C 0.592 -2.687 0.111
C 0.564 -4.078 0.162
C 0.596 -4.834 -0.996
C 0.659 -4.194 -2.222
C 0.668 -2.811 -2.273
C 0.632 -2.021 -1.127
Si 0.395 -0.069 -1.207
C 2.185 0.552 -1.626
C 3.134 -0.229 -2.277
C 4.407 0.238 -2.550
C 4.752 1.517 -2.154
C 3.834 2.302 -1.480
C 2.549 1.841 -1.206
P 1.334 2.731 -0.155
C 0.194 3.479 -1.472
C 0.823 4.072 -2.727
C -0.751 4.451 -0.770
C 2.210 4.221 0.596
C 3.284 3.690 1.551
C 2.713 5.368 -0.289
C -0.319 -0.041 -3.033
C 0.435 0.108 -4.193
C -0.110 -0.094 -5.450
C -1.429 -0.499 -5.571
C -2.216 -0.586 -4.437
C -1.685 -0.308 -3.183
P -2.713 -0.177 -1.670
C -4.012 1.103 -2.162
C -3.306 2.455 -2.155
C -4.823 0.942 -3.442
C -3.667 -1.789 -1.765
C -4.681 -1.826 -0.629
C -2.627 -2.885 -1.580
H 4.258 -0.985 1.443
H 2.827 0.011 1.171
H 3.130 -1.412 0.152
H 2.458 -1.405 3.127
H 2.885 -3.759 1.187
H 2.503 -3.909 2.898
H 4.044 -3.218 2.400
H -0.598 -1.700 3.631
H -1.683 -3.715 1.613
H -2.149 -2.009 1.779
H -2.497 -3.154 3.083
H 0.379 -4.571 3.252
H -0.633 -3.937 4.554
H 1.005 -3.335 4.367
H 0.502 -4.579 1.117
H 0.588 -5.916 -0.937
H 0.698 -4.776 -3.134
H 0.710 -2.323 -3.235
H 2.859 -1.234 -2.565
H 5.128 -0.386 -3.063
H 5.743 1.905 -2.352
H 4.151 3.280 -1.159
H -0.395 2.606 -1.790
H 1.209 5.070 -2.553
H 0.075 4.138 -3.517
H 1.632 3.438 -3.083
H -0.228 5.359 -0.479
H -1.153 3.984 0.139
H -1.578 4.730 -1.423
H 1.413 4.617 1.245
H 4.143 3.277 1.027
H 2.844 2.900 2.158
H 3.625 4.479 2.222
H 3.292 5.024 -1.142
H 3.344 6.027 0.309
H 1.885 5.962 -0.671
H 1.480 0.373 -4.108
H 0.502 0.024 -6.336
H -1.845 -0.733 -6.543
H -3.245 -0.892 -4.539
H -4.690 1.082 -1.299
H -2.554 2.497 -2.942
H -2.825 2.596 -1.188
H -4.026 3.259 -2.312
H -4.196 1.083 -4.322
H -5.601 1.707 -3.461
H -5.305 -0.031 -3.494
H -4.166 -1.920 -2.731
H -4.194 -1.562 0.308
H -5.104 -2.827 -0.540
H -5.488 -1.120 -0.800
H -2.023 -2.663 -0.702
H -1.957 -2.930 -2.434
H -3.094 -3.861 -1.453
O -0.191 2.838 2.520
S 0.487 1.775 3.326
O 1.056 2.237 4.568
O -0.534 0.692 3.494
O 1.491 1.176 2.394
N -4.209 1.421 1.148
C -3.057 1.292 1.171
C -1.173 -2.117 7.373
S -1.131 -0.879 6.021
C 0.432 -0.105 6.478
H -0.283 -2.742 7.331
H -2.062 -2.722 7.234
H -1.223 -1.599 8.327
H 0.345 0.359 7.460
H 0.639 0.655 5.725
H 1.208 -0.866 6.486
*
```

Here are the Löwdin charges for atoms 1 to 2, given in e: 1.3735, -0.1257

No. 2
DFT (ωB97M-V/def2-TZVPD) results for a molecular structure, C3H7AlO at a distorted geometry.

Its energy relative to the best compared isomer or geometry (same formula, charge and spin) is 0.0 kJ/mol. The HOMO energy comes out at -20.120 eV. Its lowest unoccupied orbital energy is -13.26 eV. As for the total energy: -435.3134 Eh. The value obtained for the HOMO-LUMO gap is 6.86 eV.

Structure (ORCA input):
```
! wB97M-V def2-TZVPD RIJCOSX def2/J DEFGRID3
* xyz 2 1
Al -1.526 3.703 1.702
C 0.587 -1.322 0.653
C 0.214 0.280 0.206
C -0.414 0.160 -1.211
O -0.441 0.849 1.047
H 1.066 -1.774 -0.215
H -0.350 -1.830 0.871
H 1.275 -1.238 1.490
H 1.243 0.755 0.158
H -0.781 1.145 -1.501
H -1.248 -0.540 -1.313
H 0.375 -0.189 -1.885
*
```

Here are the Löwdin charges for atoms 1 to 2, given in e: 1.0976, 0.2428

No. 3
DFT (ωB97M-V/def2-TZVPD) results for C3H8OS in the gas phase at a distorted geometry.

Its energy relative to the best compared isomer or geometry (same formula, charge and spin) is 163.7 kJ/mol. The HOMO energy comes out at -9.195 eV. The structure (SMILES) is OCCCS. Its lowest unoccupied orbital energy is 0.91 eV. As for the total energy: -592.4557 Eh. The value obtained for the HOMO-LUMO gap is 10.10 eV.

Structure (ORCA input):
```
! wB97M-V def2-TZVPD RIJCOSX def2/J DEFGRID3
* xyz 0 1
O 0.243 2.429 0.349
C 0.219 1.323 -0.529
C -0.034 -0.034 0.327
C -0.113 -1.253 -0.612
S 0.197 -2.755 0.365
H 0.029 2.123 1.268
H 1.321 1.213 -0.651
H -0.321 1.436 -1.382
H -1.170 0.315 0.865
H 0.615 0.039 1.200
H -1.029 -1.428 -1.129
H 0.771 -1.122 -1.330
H -0.729 -2.286 1.259
*
```

Here are the Löwdin charges for atoms 1 to 2, given in e: -0.1032, -0.2669

No. 4
DFT (ωB97M-V/def2-TZVPD) results for C14H15N5O3S in the gas phase at a distorted geometry.

Its energy relative to the best compared isomer or geometry (same formula, charge and spin) is 99.7 kJ/mol. The HOMO energy comes out at -8.048 eV. The structure (SMILES) is CCOc1ccc2nc(SCC(=O)Nc3nonc3C)[nH]c2c1. Its lowest unoccupied orbital energy is 0.31 eV. As for the total energy: -1440.1468 Eh. The value obtained for the HOMO-LUMO gap is 8.36 eV.

Structure (ORCA input):
```
! wB97M-V def2-TZVPD RIJCOSX def2/J DEFGRID3
* xyz 0 1
C -0.131 1.029 7.203
C 0.416 1.113 5.786
O -0.179 0.071 5.037
C 0.141 -0.078 3.724
C 1.045 0.742 3.032
C 1.332 0.542 1.697
C 0.698 -0.500 1.037
N 0.790 -0.926 -0.269
C 0.002 -1.955 -0.344
S -0.254 -2.896 -1.787
C 1.009 -2.116 -2.830
C 0.870 -0.605 -2.958
O 1.829 0.099 -3.138
N -0.424 -0.173 -2.940
C -0.852 1.134 -2.959
N -2.024 1.458 -3.444
O -2.157 2.781 -3.266
N -1.078 3.300 -2.662
C -0.238 2.331 -2.441
C 1.042 2.496 -1.729
N -0.637 -2.257 0.826
C -0.206 -1.328 1.744
C -0.496 -1.134 3.077
H 0.113 0.063 7.637
H 0.303 1.815 7.813
H -1.211 1.140 7.190
H 0.168 2.087 5.342
H 1.509 0.996 5.795
H 1.537 1.552 3.546
H 2.040 1.174 1.185
H 0.916 -2.580 -3.813
H 1.993 -2.337 -2.417
H -1.163 -0.862 -3.008
H 1.093 1.777 -0.914
H 1.872 2.284 -2.400
H 1.116 3.511 -1.349
H -1.284 -3.012 0.975
H -1.183 -1.760 3.622
*
```

Here are the Löwdin charges for atoms 1 to 2, given in e: -0.0655, -0.2659

- total energy of number 2 (C3H7AlO)?
  -435.3134 Eh